Record 1
# C33H55B3F21N10O9S3

11 unconnected molecules or ions with the total composition C33H55B3F21N10O9S3 in a non-equilibrium geometry (ωB97M-V/def2-TZVPD, the OMol25 dataset).

```
134
Properties=species:S:1:pos:R:3:forces:R:3
C -1.878533 -0.498111 -1.648666 -2.494 -0.375 -2.102
C -1.439602 0.844678 -1.177236 0.927 -1.408 2.466
N -0.141097 0.576867 -0.522237 2.912 1.441 5.127
C 1.074373 0.362293 -1.081202 1.271 -0.305 -0.978
C 2.152789 0.410693 -0.185314 -3.273 0.611 0.030
N 1.575504 0.691803 1.083346 -2.652 -0.277 -3.791
C 0.153830 0.733150 0.858975 2.687 0.614 -1.323
C 2.424855 1.010570 2.275559 -1.963 -1.373 0.146
H -1.406138 -0.878647 -2.554278 0.394 0.268 -0.006
H -2.908014 -0.299372 -1.946617 -0.235 -0.162 -0.429
H -2.033735 -1.356871 -0.995566 0.821 0.511 0.885
H -2.076532 1.154048 -0.348550 -0.132 0.145 -0.230
H -1.412612 1.682768 -1.873635 0.251 -0.515 -0.221
H 1.024413 0.169080 -2.142608 0.716 0.040 -0.183
H 3.196522 0.402264 -0.462683 0.145 -0.129 0.573
H -0.579565 0.988612 1.609492 0.177 0.012 0.066
H 3.179626 1.757174 2.028582 -0.245 -0.115 0.174
H 2.824282 0.048660 2.596938 0.653 0.270 -0.220
H 1.663142 1.236044 3.021929 0.531 0.867 0.217
C 1.819784 -0.316878 6.164420 0.464 -0.015 0.491
C 0.679118 -0.958657 6.899228 0.613 -1.140 -0.447
N -0.106593 0.034143 7.600746 -1.137 2.923 -1.292
C -0.645187 -0.038853 8.839797 -0.603 -0.730 0.493
C -1.532332 0.984468 8.972223 -0.088 0.348 2.030
N -1.448493 1.798241 7.907688 0.994 -0.002 -2.430
C -0.566185 1.186413 7.026582 -1.200 0.448 1.346
C -2.237190 3.071116 7.636056 -0.050 -0.408 -0.477
H 2.364856 0.203838 6.951720 0.218 0.621 -0.402
H 1.488107 0.336435 5.357402 0.316 0.017 0.061
H 2.520421 -1.079683 5.824810 -0.289 0.016 -0.410
H 1.113658 -1.644188 7.626774 -0.319 0.055 0.245
H 0.044649 -1.554134 6.242761 -0.205 0.068 0.025
H -0.357925 -0.850369 9.491964 -0.315 0.140 0.025
H -2.151663 1.296418 9.800181 0.151 -0.349 0.088
H -0.409101 1.634789 6.056695 0.443 -0.353 -0.356
H -1.786446 4.027111 7.902532 0.891 -0.541 0.173
H -3.200150 3.101901 8.145812 0.126 -0.797 0.173
H -2.447062 3.129251 6.568032 0.209 -0.210 0.009
C -5.679284 -2.191114 -2.349319 -0.615 0.583 0.331
C -6.526060 -1.964187 -1.067643 -1.042 -0.308 0.486
N -5.891837 -2.443762 0.159005 2.113 -0.289 1.678
C -5.033044 -1.581856 0.840427 -0.389 -3.334 1.634
C -4.581774 -2.373843 1.929484 0.602 3.942 -1.306
N -5.152100 -3.584669 1.867864 0.068 0.347 0.756
C -5.897756 -3.657933 0.817240 -2.206 1.844 -3.605
C -4.969505 -4.610459 2.849270 0.053 -0.962 0.680
H -4.636190 -1.964073 -2.129095 0.072 -0.390 0.246
H -5.891217 -1.449872 -3.119870 -0.524 0.073 0.184
H -5.798118 -3.168770 -2.816392 0.112 -0.090 0.360
H -7.525319 -2.360108 -0.886455 -0.270 -0.747 -1.539
H -6.786788 -0.932642 -0.830917 0.848 0.389 -0.595
H -4.941109 -0.558802 0.506813 0.364 -0.009 0.172
H -3.871082 -2.044316 2.672941 -0.048 -0.555 0.146
H -6.545454 -4.452489 0.477309 0.279 -0.159 0.301
H -4.187040 -5.248097 2.437838 0.298 -0.039 0.937
H -5.858593 -5.208842 3.048138 -0.269 0.095 -0.735
H -4.818842 -4.139178 3.820503 0.918 -0.110 -0.285
C 6.800262 -2.675101 -4.872597 -0.158 0.563 1.057
C 5.394136 -2.152248 -5.212740 0.598 0.129 0.656
N 4.349370 -2.851667 -4.455643 -3.649 -0.787 1.759
C 4.241126 -4.225152 -4.465679 -2.566 -0.403 1.838
C 3.080481 -4.594720 -3.703016 1.932 1.392 -0.844
N 2.489726 -3.410017 -3.237714 3.433 0.004 -1.815
C 3.250803 -2.381851 -3.694806 1.047 -0.887 -1.068
C 1.334960 -3.282759 -2.385483 -1.435 0.038 -0.633
H 6.950722 -2.826782 -3.803747 -0.340 0.372 0.239
H 7.430156 -1.820596 -5.119917 0.489 -0.476 -0.307
H 7.124720 -3.634733 -5.275001 -0.195 0.283 -0.769
H 5.285213 -2.255755 -6.292334 -0.745 0.040 0.113
H 5.313467 -1.108759 -4.908227 0.141 0.024 -0.180
H 4.996223 -4.798419 -4.982971 -0.322 -0.196 0.168
H 2.666080 -5.526935 -3.348536 0.284 -0.062 -0.404
H 2.935695 -1.361669 -3.532525 0.516 0.206 -0.136
H 0.602761 -4.040986 -2.663112 0.355 -0.501 0.116
H 0.791352 -2.404629 -2.734036 0.350 0.503 0.538
H 1.521965 -3.333583 -1.312849 0.292 0.256 -0.237
C -0.701119 5.592352 0.054797 0.470 -1.523 0.454
C -1.021265 4.727583 -1.147454 0.028 1.627 -0.726
N 0.210039 4.076657 -1.704520 0.140 -0.639 0.598
C 1.555368 4.036657 -1.194325 -2.189 1.811 2.324
C 2.382534 3.418174 -2.009631 -2.070 -0.064 -2.799
N 1.537323 3.182109 -3.119691 -1.191 -0.522 0.475
C 0.200347 3.464314 -2.899061 4.627 0.637 0.832
C 2.052925 2.566741 -4.286989 -0.284 -1.681 -0.849
H -1.473309 6.316635 0.314055 0.210 0.041 -0.388
H 0.305908 5.990247 -0.070430 -0.355 0.615 0.218
H -0.658485 4.859343 0.860389 0.283 0.434 0.562
H -1.353203 5.381072 -1.954211 -0.062 -0.066 -0.209
H -1.885540 4.103743 -0.919519 0.527 -0.838 -0.169
H 1.858971 4.600594 -0.324727 -0.526 -0.402 0.296
H 3.439554 3.196574 -2.006776 0.014 -0.109 0.033
H -0.573042 3.371502 -3.647158 -0.059 -0.027 0.249
H 2.970418 3.063323 -4.602738 -0.252 -0.138 -0.207
H 1.259422 2.492379 -5.030578 0.352 0.450 -0.333
H 2.221866 1.522611 -4.023616 0.602 0.034 -0.284
B 5.815342 1.044807 2.151266 0.982 -0.341 -0.930
F 7.198420 1.071611 2.205075 1.056 0.242 0.431
F 5.433877 -0.291010 2.159097 -0.839 -1.019 0.401
F 5.260547 1.752645 3.191556 -0.671 0.471 1.204
F 5.419949 1.607233 0.953078 -0.876 0.578 -0.628
B 0.010310 3.564327 3.954027 1.143 0.438 0.085
F -0.775870 2.407534 4.046160 -1.415 -0.397 0.459
F 0.395414 3.679191 2.622741 -0.875 0.883 -1.123
F -0.542518 4.724863 4.583242 -0.300 -0.963 -0.827
F 1.189396 3.263712 4.584704 1.178 -0.308 1.640
B 5.236117 0.720620 -2.387210 1.199 1.266 1.847
F 5.716400 -0.329778 -1.714481 0.125 -3.091 1.173
F 3.838344 0.660555 -2.507984 -1.092 0.113 -0.349
F 5.638899 1.810382 -1.581195 -0.872 1.031 -1.211
F 5.833926 0.704941 -3.605067 0.300 0.566 -2.356
C 0.684343 -2.815298 2.093601 -1.147 -1.629 1.817
F 0.802462 -1.625548 2.738833 0.079 -0.609 -0.969
F 0.262555 -2.697821 0.844018 -0.689 1.045 -0.574
F 1.869732 -3.404807 1.977990 0.155 0.228 0.707
S -0.593878 -3.922074 3.155918 2.070 0.835 3.421
O -1.868953 -3.181168 3.171340 0.898 -0.300 -0.542
O -0.586352 -5.219794 2.564682 -0.577 -0.668 -1.668
O 0.090317 -4.003971 4.491350 -1.185 1.215 -2.057
C -0.761600 0.169550 -6.610902 0.683 -0.853 0.918
F -1.754904 -0.136228 -5.721355 0.452 0.445 -1.098
F -1.080505 -0.270278 -7.843873 0.017 0.451 1.101
F -0.597056 1.505537 -6.645687 -0.484 -0.588 -0.004
S 0.866456 -0.632037 -5.977599 2.810 -1.289 -1.724
O 1.894373 0.232348 -6.590145 -1.474 -0.698 0.286
O 0.937380 -0.522774 -4.515397 -1.255 -0.087 -0.164
O 0.887018 -2.037213 -6.493866 -0.782 2.547 1.122
C -4.607766 1.739247 -3.699045 -2.132 0.889 -2.614
F -4.105136 0.553272 -3.732473 0.124 -2.396 0.516
F -3.655179 2.480120 -4.256740 -0.030 1.348 0.533
F -5.688934 1.744054 -4.683078 1.742 0.085 2.129
S -5.273477 2.181997 -2.008769 -0.156 2.091 1.389
O -5.836113 3.527047 -2.126196 1.239 -1.228 -0.315
O -6.268329 1.184814 -1.741526 -0.590 -1.285 -0.428
O -4.117601 2.021090 -1.111774 -0.183 0.351 -1.156
```
Forces are in eV/Å.

- Total charge: -1
- HOMO level: -7.41 eV
- Calculated total energy: -160060.5230 eV
- Gap between HOMO and LUMO: 8.49 eV


Record 2
# C4H3F3N2O

2 unconnected molecules or ions with the total composition C4H3F3N2O in a non-equilibrium geometry (ωB97M-V/def2-TZVPD, the OMol25 dataset).

```
13
Properties=species:S:1:pos:R:3:forces:R:3
N 1.581680 -0.345794 -2.231152 -0.122 1.569 -1.133
C 0.460908 -0.185404 -1.825701 -1.079 -0.897 -0.560
C -0.814618 -0.136860 -1.594697 -2.240 0.932 1.189
C -1.436225 0.993846 -0.769344 2.081 -1.624 -1.401
F -0.470400 1.850531 -0.474707 0.439 1.631 -0.084
F -1.906148 0.628336 0.418117 -1.145 -0.356 -0.038
F -2.386379 1.552292 -1.524475 -0.525 0.610 0.646
H 2.227004 -0.499350 -1.517489 1.676 -1.197 1.285
H -1.608823 -0.760127 -1.998025 0.787 -0.622 0.055
N 1.404750 -1.161590 3.399830 0.069 -1.639 -2.910
C 0.919289 -0.649602 2.439129 0.730 -1.038 1.108
O 0.532872 -0.397685 1.399707 -1.091 1.189 -2.570
H 1.496090 -0.888593 4.278806 0.420 1.442 4.411
```
Forces are in eV/Å.

- HOMO level: -9.44 eV
- Calculated total energy: -17375.1514 eV
- Structure (SMILES): N=C=CC(F)(F)F.N=C=O
- Gap between HOMO and LUMO: 9.98 eV